Molecular formula: C31H52BrN3NiOP2
Method: DFT, ωB97M-V/def2-TZVPD

```
91
Properties=species:S:1:pos:R:3:forces:R:3:lowdin_charge:R:1
Br 1.7530 3.5982 -1.2782 -0.806 -1.018 -0.190 0.776
Ni 0.0667 -0.5303 -2.9405 0.326 2.580 -0.266 0.215
P -0.2685 -2.0184 -1.5048 -1.538 -3.347 0.654 0.941
P 4.5077 -0.7697 -1.1813 0.393 0.491 1.718 1.165
O -1.8226 0.0805 1.6859 -0.297 -0.201 -0.768 0.005
N -1.8642 -0.4976 3.9013 -0.274 -0.265 -1.227 -0.089
N -0.7970 1.4439 3.1603 -0.560 -0.224 -0.403 -0.103
N -6.8781 5.1777 -6.0320 1.082 -0.893 0.348 0.074
C -0.8483 0.9797 5.5293 0.037 0.634 0.369 -0.154
C -1.1718 -4.1923 0.2476 -0.224 -0.139 -0.307 -0.115
C 3.8725 -1.7559 0.2215 0.122 -0.630 0.252 -0.358
C -5.5106 5.0124 -4.0417 -0.350 -0.192 -0.221 -0.005
C -1.9562 1.7024 -2.0721 0.271 0.210 0.046 -0.039
C -2.9256 2.2504 -4.2936 -1.501 0.931 -0.571 -0.028
C -1.9015 1.6624 -3.4782 2.031 0.698 0.602 -0.244
C -2.6107 -1.7048 3.5938 -0.257 -0.299 0.103 -0.036
C -2.0607 -1.9063 -2.0377 -0.903 0.335 -0.076 -0.355
C 0.6024 1.7135 -3.2573 -1.909 1.311 -0.159 -0.139
C -3.8115 3.1900 -3.8021 1.604 -0.880 0.459 0.003
C 4.6259 0.9996 -0.7585 0.136 0.641 -0.041 -0.363
C -0.5883 1.3154 -4.0157 -0.811 0.746 0.769 -0.091
C -6.5156 5.6160 -4.8136 -0.139 -0.401 -0.839 -0.119
C 5.8623 1.7288 -1.3659 0.046 -0.091 -0.132 -0.122
C 0.1122 -2.8763 -4.1353 0.133 -0.445 0.208 -0.131
C -0.0424 1.5531 4.3785 0.631 -0.247 0.241 -0.164
C -1.5177 0.3133 2.8485 0.624 0.268 1.381 -0.474
C -3.0985 -1.4614 -0.9365 0.076 0.209 0.253 -0.126
C -6.1973 4.0987 -6.5251 -0.793 0.882 -0.080 -0.112
C 0.3845 2.4547 -2.0108 0.471 -2.993 -1.226 -0.609
C -0.4146 -2.8515 0.1490 0.657 0.318 0.871 -0.374
C -0.4600 2.2923 2.0521 0.066 0.367 -0.116 -0.062
C -0.7728 1.9821 -1.3292 -0.765 -0.033 -1.038 -0.085
C -4.8370 3.8862 -4.5483 -0.595 0.410 -0.926 -0.218
C 0.4575 -3.3116 -2.7003 -0.002 0.296 1.222 -0.368
C 4.9966 -2.2422 -3.4425 0.080 -0.244 -0.020 -0.118
C -5.1914 3.4431 -5.8444 -0.162 0.641 0.592 -0.021
C 4.0233 -1.2144 -2.8252 -0.105 -0.123 -0.920 -0.381
C 4.9606 -1.9328 1.3453 -0.159 0.171 -0.078 -0.125
C -1.3037 -0.4205 5.2289 0.178 -0.088 0.097 -0.168
H 0.6041 -2.9893 0.5425 -0.071 0.029 -0.222 0.065
H 5.8979 -2.3371 0.9173 -0.477 0.277 0.281 0.082
H -0.4416 -1.1022 5.3052 -0.252 -0.102 0.115 0.132
H -0.2347 0.9889 6.4321 -0.114 -0.018 0.008 0.124
H 2.9479 -1.2825 0.6152 0.466 -0.128 -0.247 0.092
H -7.0825 6.4887 -4.4682 0.377 -0.374 0.079 0.117
H -0.6828 1.0359 -5.0716 1.104 0.187 0.235 0.127
H -1.9833 -2.6185 3.6384 -0.093 0.416 -0.216 0.096
H -5.3398 5.4297 -3.0529 0.273 -0.246 -0.093 0.113
H 0.9295 0.9945 4.2822 -0.523 0.483 0.137 0.138
H -3.3674 -1.8318 4.3767 -0.042 0.000 -0.255 0.094
H 4.0280 -0.2995 -3.4240 0.044 0.063 0.080 0.096
H -0.0111 3.2128 2.4347 0.043 -0.169 -0.047 0.098
H 3.5967 -2.7597 -0.1666 0.104 0.576 0.079 0.091
H -2.2587 -4.0493 0.3547 0.411 0.037 -0.329 0.073
H 0.2258 -1.7540 -4.2840 0.025 -0.884 -0.427 0.046
H 1.5780 1.6253 -3.7260 -0.119 0.377 0.008 0.100
H 3.6784 1.4854 -1.0699 0.325 -0.230 0.024 0.028
H -0.7494 1.6845 -0.2982 -0.246 1.004 0.585 0.059
H -4.6826 2.6112 -6.3010 -0.086 -0.171 -0.065 0.099
H 0.1629 -4.3618 -2.4720 0.180 0.770 -0.287 0.091
H 0.8123 -3.3849 -4.8200 -0.386 0.498 0.007 0.095
H 1.5476 -3.1952 -2.4967 -0.577 -0.413 -0.322 0.051
H 4.6093 -2.6381 2.1201 0.018 0.277 -0.525 0.088
H 2.9921 -1.5757 -2.8192 -0.049 -0.052 0.088 0.049
H 5.9186 1.6322 -2.4648 -0.067 0.010 0.469 0.077
H -1.3638 2.5830 1.4999 0.290 -0.193 0.093 0.096
H -0.8612 -2.1196 0.8406 0.046 -0.001 -0.319 0.052
H 6.0241 -1.8807 -3.3896 -0.053 0.022 -0.064 0.078
H -3.6677 3.5305 -2.7669 -0.224 -0.319 -0.296 0.124
H -2.0879 -0.7321 5.9341 0.371 -0.012 -0.085 0.134
H 4.7594 -2.4288 -4.4931 -0.075 0.150 0.162 0.089
H -2.6265 -0.8915 -0.0874 -0.507 -0.607 -0.830 0.045
H -0.9209 -3.1717 -4.3998 0.574 0.395 0.080 0.094
H -2.8807 2.1496 -5.3890 -0.032 -0.404 0.588 0.118
H 0.1761 2.6203 4.5307 0.044 -0.406 0.135 0.128
H -2.9805 1.6322 -1.6411 1.207 -0.089 0.253 0.141
H -3.6701 -2.3311 -0.5308 0.682 0.595 -0.234 0.079
H -0.9624 -4.8244 -0.6248 -0.247 0.071 0.194 0.060
H -6.5080 3.7670 -7.5294 0.187 0.198 0.596 0.118
H -3.8667 -0.8014 -1.3999 0.570 -0.427 0.257 0.077
H -3.0990 -1.6081 2.6080 0.317 -0.108 0.601 0.089
H 5.8292 2.8114 -1.1315 -0.094 -0.676 -0.055 0.092
H 4.9677 -3.2089 -2.9328 -0.086 0.139 0.052 0.081
H 5.1629 -0.9816 1.8727 0.007 -0.413 -0.418 0.077
H -0.8791 -4.7876 1.1293 0.163 0.501 -0.277 0.086
H -2.0287 -1.0572 -2.7719 -0.407 -0.833 0.139 0.045
H 4.6826 1.1135 0.3414 -0.159 -0.437 -0.455 0.099
H 6.7858 1.3078 -0.9320 -0.368 0.245 -0.239 0.083
H 0.2514 1.7965 1.3711 -0.060 0.223 0.079 0.074
H -1.7224 1.6125 5.7100 0.111 0.022 -0.035 0.130
H -2.4575 -2.8212 -2.5525 0.660 0.760 0.338 0.105
```
Positions in Å, forces in eV/Å.

## Properties
HOMO level (alpha / beta): -0.463 / -0.464 Eh
Max |F|: 3.7 eV/Å
Net charge: +2
Energy: -6216.2743 a.u.
LUMO level (alpha / beta): -5.71 / -7.97 eV
Gap between HOMO and LUMO (alpha / beta): 6.885 / 4.646 eV
2S+1: 3